1.
The following is a quantum chemistry calculation of a structure of composition BaClH18O13, from the Open Molecules 2025 dataset.

Output
Kohn-Sham gap = 8.5 eV
highest occupied orbital energy = -13.14 eV
electronic energy = -40114.7878 eV
net charge = +1
ΔE to the lowest compared entry with this formula, charge and spin = 0.0 kcal per mole
maximum force = 0.083 Eh/bohr

XYZ file:
```
33
BaClH18O13 (the ωB97M-V functional and the def2-TZVPD basis)
Ba -1.128 2.726 -0.068
Cl 0.145 -1.261 -0.120
O -0.238 0.187 -0.051
O 1.014 -1.405 -1.324
O 0.940 -1.600 1.146
O -1.063 -2.125 -0.258
O 1.647 1.892 1.187
H 2.176 1.171 1.557
H 2.278 2.527 0.793
O 1.112 0.489 -3.807
H 0.249 0.894 -3.867
H 1.061 -0.073 -3.041
O -2.065 1.219 2.265
H -1.306 0.725 2.504
H -2.650 0.546 1.921
O 3.075 0.309 -0.900
H 2.443 1.008 -0.947
H 2.541 -0.499 -0.987
O -2.124 -0.963 -2.626
H -1.677 -1.369 -1.899
H -1.656 -1.271 -3.432
O 0.132 -0.284 3.262
H 0.414 -0.940 2.554
H 0.027 -0.856 4.034
O -1.211 1.500 -2.650
H -1.704 1.863 -3.349
H -1.480 0.574 -2.618
O 3.203 0.063 2.214
H 3.399 -0.882 2.131
H 3.026 0.329 3.110
O -3.505 -1.240 1.434
H -2.895 -1.899 1.055
H -4.181 -1.354 0.777
```

Atomic partial charges in e from the Mulliken method, atoms 1 to 5: 1.7822, 1.3404, -0.3880, -0.6717, -0.6566


2.
The following is a quantum chemistry calculation of a structure of composition C17H17BN8O6Zn, from the Open Molecules 2025 dataset.

Output
Kohn-Sham gap = 6.9 eV
highest occupied orbital energy = -7.81 eV
electronic energy = -91199.6814 eV
ΔE to the lowest compared entry with this formula, charge and spin = 0.0 kcal per mole
maximum force = 0.116 Eh/bohr

XYZ file:
```
50
C17H17BN8O6Zn (the ωB97M-V functional and the def2-TZVPD basis)
H -1.746 -2.185 -0.275
N -0.571 -1.367 -1.838
B 0.244 0.076 -3.799
N -0.763 -0.908 -3.099
C -2.001 -1.266 -3.446
Zn 1.558 -0.232 -0.732
H -2.345 -1.024 -4.437
C -2.610 -1.931 -2.377
H -3.576 -2.401 -2.386
C -1.683 -1.930 -1.326
H -0.034 0.267 -4.941
C 2.873 0.757 0.254
H 3.016 0.209 1.201
H 2.498 1.770 0.427
H 3.801 0.726 -0.351
N 1.640 -0.515 -3.613
N 0.228 1.468 -3.065
N 2.159 -0.830 -2.337
N 0.571 1.453 -1.720
C 2.476 -0.924 -4.577
C -0.100 2.738 -3.423
H 2.198 -0.747 -5.610
H -0.369 3.022 -4.432
C 3.591 -1.525 -3.974
C 0.000 3.556 -2.293
C 3.355 -1.446 -2.598
C 0.405 2.691 -1.249
H 4.449 -1.953 -4.475
H -0.172 4.616 -2.187
H 3.971 -1.751 -1.756
H 0.520 2.926 -0.198
H 0.344 -1.710 -1.609
O 0.124 1.815 1.509
C -0.151 0.606 1.625
O 0.071 -0.359 0.797
C -0.821 0.248 2.964
C -1.442 -0.992 3.172
C -1.971 -1.325 4.441
C -1.893 -0.430 5.515
C -1.308 0.825 5.298
C -0.797 1.174 4.026
N -1.179 1.745 6.395
O -1.607 1.391 7.515
O -0.640 2.852 6.185
N -2.560 -2.621 4.635
O -2.611 -3.401 3.659
O -2.989 -2.911 5.771
H -1.510 -1.706 2.357
H -2.268 -0.705 6.496
H -0.375 2.165 3.880
```

Atomic partial charges in e from the natural (NBO) method, atoms 1 to 5: 0.2689, -0.3128, 0.5405, -0.2610, 0.0685


3.
The following is a quantum chemistry calculation of a structure of composition C4H6F12HfN5O22S8, from the Open Molecules 2025 dataset.

Output
Kohn-Sham gap = 1.7 eV
highest occupied orbital energy = -8.48 eV
electronic energy = -177306.6291 eV
net charge = -1
ΔE to the lowest compared entry with this formula, charge and spin = 478.3 kcal per mole
maximum force = 0.174 Eh/bohr

XYZ file:
```
58
C4H6F12HfN5O22S8 (the ωB97M-V functional and the def2-TZVPD basis)
Hf 2.521 1.256 1.215
C -0.985 -3.440 5.650
F -0.546 -4.569 5.006
F -2.008 -2.839 5.050
F -1.255 -3.845 6.934
S 0.273 -1.986 5.888
O -0.441 -0.897 6.542
O 1.291 -2.549 6.803
O 0.757 -1.574 4.534
C -1.936 6.912 3.482
F -2.260 7.045 2.204
F -0.707 7.571 3.603
F -2.782 7.445 4.337
S -1.722 5.036 3.824
O -2.967 4.445 3.392
O -0.565 4.483 2.968
O -1.549 4.783 5.270
N -0.837 0.129 -1.016
S -1.734 -1.155 -1.283
O -1.785 -1.804 -2.636
O -2.979 -1.178 -0.466
F -0.874 -2.148 -0.315
S -1.690 0.914 -2.379
O -3.143 0.795 -2.462
O -0.899 0.868 -3.628
F -1.459 2.415 -1.800
N 3.712 4.259 -1.336
S 3.503 6.028 -1.332
O 2.107 6.479 -1.493
O 4.548 6.936 -1.571
F 3.547 6.007 0.272
S 4.338 4.443 -2.747
O 5.753 4.781 -2.869
O 3.371 4.701 -3.835
F 4.536 2.831 -2.815
N 4.542 -2.145 0.102
S 5.791 -3.112 0.886
O 7.146 -2.555 0.878
O 5.534 -4.553 1.074
F 5.439 -2.460 2.296
S 4.811 -2.969 -1.189
O 4.262 -4.355 -1.214
O 6.019 -2.604 -1.844
F 3.655 -2.167 -2.014
C -0.513 -4.588 -8.437
N 0.998 -4.633 -8.741
O 1.793 -4.919 -7.816
O 1.349 -4.482 -9.892
H -0.738 -3.628 -7.973
H -0.680 -5.416 -7.748
H -0.912 -4.615 -9.451
C -7.575 -2.535 2.563
N -7.726 -1.046 2.663
O -8.586 -0.517 1.963
O -7.096 -0.569 3.514
H -7.920 -2.713 1.545
H -8.199 -3.173 3.188
H -6.529 -2.827 2.656
```

Atomic partial charges in e from the natural (NBO) method, atoms 1 to 5: 1.5335, 0.7636, -0.3015, -0.2942, -0.3160


4.
The following is a quantum chemistry calculation of a structure of composition C20H33N6O7OsPSb, from the Open Molecules 2025 dataset.

Output
Kohn-Sham gap (spin up / spin down) = 3.7 / 3.7 eV
highest occupied orbital energy (spin up / spin down) = -16.15 / -16.15 eV
electronic energy = -62817.6781 eV
net charge = +3
maximum force = 0.036 Eh/bohr

XYZ file:
```
69
C20H33N6O7OsPSb (the ωB97M-V functional and the def2-TZVPD basis)
Os -0.402 0.200 1.287
N -2.229 1.876 4.666
C -1.790 3.112 4.255
C -1.068 2.904 3.120
N -1.064 1.558 2.842
C -1.776 0.966 3.795
C -1.893 -0.476 3.705
N -1.274 -1.076 2.677
C -1.483 -2.436 2.830
C -2.225 -2.637 3.947
N -2.470 -1.389 4.483
H -2.777 1.710 5.498
H -2.021 4.010 4.802
H -0.544 3.619 2.510
H -1.078 -3.147 2.135
H -2.594 -3.536 4.408
H -2.993 -1.222 5.332
O 4.860 2.191 -0.535
C 4.977 1.238 0.386
O 6.022 0.800 0.753
C 3.708 0.682 0.974
C 3.718 -0.335 1.912
N 2.443 -0.636 2.209
N 1.605 0.147 1.523
C 2.355 0.947 0.769
C 1.563 1.812 -0.127
O 2.041 2.540 -0.968
O 0.260 1.697 0.078
H 3.938 2.426 -0.733
H 4.557 -0.836 2.371
H 2.098 -1.333 2.853
C -0.779 2.938 -4.641
Sb -0.370 3.299 -2.584
C -2.221 3.669 -1.632
C 0.765 5.067 -2.434
H -1.830 3.183 -4.795
H -0.592 1.902 -4.910
H -0.134 3.596 -5.220
H -2.545 4.657 -1.964
H -2.092 3.670 -0.553
H -2.953 2.922 -1.932
H 0.256 5.819 -3.039
H 1.767 4.887 -2.812
H 0.807 5.374 -1.392
C -2.889 -2.834 -1.297
C -2.443 -1.395 -1.385
O -1.004 -1.272 -1.579
P 0.043 -1.359 -0.391
O 1.399 -1.115 -1.129
C 1.679 -0.827 -2.542
C 1.748 -2.086 -3.363
O 0.107 -2.813 0.194
C 0.471 -3.995 -0.622
C 0.234 -5.224 0.212
H -3.970 -2.865 -1.159
H -2.424 -3.353 -0.458
H -2.655 -3.367 -2.218
H -2.730 -0.824 -0.493
H -2.875 -0.901 -2.252
H 2.635 -0.308 -2.519
H 0.911 -0.138 -2.899
H 2.543 -2.740 -3.008
H 1.977 -1.821 -4.396
H 0.800 -2.624 -3.354
H 1.516 -3.876 -0.901
H -0.149 -3.982 -1.518
H 0.864 -5.226 1.101
H 0.484 -6.106 -0.377
H -0.813 -5.309 0.505
```

Atomic partial charges in e from the natural (NBO) method, atoms 1 to 5: 0.7238, -0.4595, -0.0265, -0.0637, -0.5299


5.
The following is a quantum chemistry calculation of an isolated molecule of C4H7FO, from the Open Molecules 2025 dataset.

Output
Kohn-Sham gap = 10.7 eV
highest occupied orbital energy = -9.84 eV
electronic energy = -9023.3570 eV
ΔE to the lowest compared entry with this formula, charge and spin = 67.2 kcal per mole
structure (SMILES) = CC(C)(F)C=O
maximum force = 0.157 Eh/bohr

XYZ file:
```
13
C4H7FO (the ωB97M-V functional and the def2-TZVPD basis)
C -0.605 1.445 0.379
C -0.390 -0.001 -0.030
C -0.152 -1.174 0.887
F -1.424 -0.319 -0.741
C 0.980 -0.272 -0.602
O 1.894 0.382 -0.016
H -1.388 1.569 1.235
H 0.247 1.995 0.750
H -0.958 2.133 -0.516
H -1.282 -1.660 1.292
H 0.294 -2.118 0.247
H 0.563 -0.973 1.524
H 1.192 -1.112 -1.541
```

Atomic partial charges in e from the natural (NBO) method, atoms 1 to 5: -0.6431, 0.2116, -0.5899, -0.3284, 0.3820


6.
The following is a quantum chemistry calculation of an isolated molecule of C3H9NP2, from the Open Molecules 2025 dataset.

Output
Kohn-Sham gap = 8.7 eV
highest occupied orbital energy = -8.69 eV
electronic energy = -23321.7623 eV
ΔE to the lowest compared entry with this formula, charge and spin = 53.5 kcal per mole
structure (SMILES) = CC[PH]#P1CN1
maximum force = 0.092 Eh/bohr

XYZ file:
```
15
C3H9NP2 (the ωB97M-V functional and the def2-TZVPD basis)
C 0.540 1.851 1.018
C 1.320 1.279 -0.100
P 0.311 0.370 -1.270
P -1.025 -0.639 0.163
C -1.232 -2.284 -0.721
N -0.166 -2.674 0.011
H -0.369 2.434 0.627
H 0.138 1.068 1.645
H 1.082 2.625 1.606
H 2.016 0.609 0.368
H 1.846 2.142 -0.595
H -0.761 1.225 -1.160
H -1.013 -2.104 -1.770
H -2.300 -2.811 -0.720
H -0.387 -3.090 0.898
```

Atomic partial charges in e from the natural (NBO) method, atoms 1 to 5: -0.6095, -0.7338, 0.3276, 0.3351, -0.4600


7.
The following is a quantum chemistry calculation of an isolated molecule of ClH4PSi, from the Open Molecules 2025 dataset.

Output
Kohn-Sham gap = 10.7 eV
highest occupied orbital energy = -9.98 eV
electronic energy = -29754.0644 eV
ΔE to the lowest compared entry with this formula, charge and spin = 5.8 kcal per mole
structure (SMILES) = P[SiH2]Cl
maximum force = 0.047 Eh/bohr

XYZ file:
```
7
ClH4PSi (the ωB97M-V functional and the def2-TZVPD basis)
P -0.850 -0.794 -1.000
Si -0.009 0.386 0.696
Cl 1.356 1.753 0.088
H -0.026 -0.209 -1.943
H 0.304 -1.780 -0.819
H -1.283 1.191 1.236
H 0.508 -0.546 1.743
```

Atomic partial charges in e from the natural (NBO) method, atoms 1 to 5: -0.1606, 0.7803, -0.3619, 0.0179, 0.0206


8.
The following is a quantum chemistry calculation of a structure of composition C15H31FOsP2, from the Open Molecules 2025 dataset.

Output
Kohn-Sham gap (spin up / spin down) = 7.4 / 3.8 eV
highest occupied orbital energy (spin up / spin down) = -13.31 / -14.44 eV
electronic energy = -39797.6545 eV
spin multiplicity = 5
net charge = +2
ΔE to the lowest compared entry with this formula, charge and spin = 0.0 kcal per mole
maximum force = 0.103 Eh/bohr

XYZ file:
```
50
C15H31FOsP2 (the ωB97M-V functional and the def2-TZVPD basis)
P 1.001 2.142 -1.038
P -0.145 -1.886 -1.677
C 1.724 -0.591 -3.712
C 0.678 -1.690 -3.375
H 1.449 -0.175 -4.697
H 1.660 0.250 -2.992
H -0.196 -1.450 -3.999
H 1.011 -2.701 -3.657
C 1.290 -2.685 -0.824
H 0.932 -3.001 0.164
H 2.096 -1.947 -0.727
H 1.666 -3.551 -1.384
C -1.086 -3.446 -1.940
H -0.537 -4.151 -2.573
H -2.059 -3.223 -2.387
H -1.268 -3.916 -0.966
C 2.605 2.978 -0.625
H 2.453 4.019 -0.311
H 3.179 2.944 -1.560
H 3.166 2.414 0.131
C -0.030 3.610 -1.356
H -1.031 3.299 -1.676
H 0.421 4.190 -2.168
H -0.074 4.212 -0.442
Os 3.915 -0.820 -3.820
C 4.962 -1.977 -5.062
C 5.547 -1.940 -3.716
C 6.824 -1.160 -3.372
C 6.558 0.348 -3.145
C 5.137 0.757 -3.498
C 4.609 0.725 -4.858
C 5.513 0.319 -6.024
C 5.634 -1.217 -6.189
C 0.292 1.631 0.560
H 4.509 -2.925 -5.368
H 5.417 -2.860 -3.135
H 7.603 -1.315 -4.136
H 7.207 -1.593 -2.427
H 6.728 0.541 -2.072
H 7.286 0.975 -3.688
H 4.770 1.560 -2.852
H 3.918 1.548 -5.092
H 6.509 0.792 -5.963
H 5.019 0.709 -6.931
H 5.172 -1.490 -7.151
H 6.682 -1.536 -6.265
H -0.463 0.870 0.327
H -0.189 2.509 1.004
H 1.034 1.184 1.231
F 3.716 -0.525 -1.782
```

Atomic partial charges in e from the natural (NBO) method, atoms 1 to 5: 1.3500, 1.2973, -0.7773, -0.6793, 0.2379